The following is a quantum chemistry calculation of C42H35FN8O3SV as an isolated structure at a distorted geometry, from OMol25.

```
91
Properties=species:S:1:pos:R:3:mulliken_spin:R:1
V 0.9776 -0.2910 -0.2582 1.233
C 0.6063 -0.8411 -4.8055 0.001
C 0.7117 -0.3496 -3.3963 -0.007
N 0.4549 -1.0702 -2.3674 -0.015
N 0.0397 -2.3537 -2.5968 0.008
C -0.6454 -2.9893 -1.6173 0.007
N -1.1689 -4.1740 -1.9331 -0.002
S -0.7769 -2.3064 -0.1105 -0.050
C 1.0570 1.0449 -3.0873 0.018
C 1.1204 2.0309 -4.0525 -0.001
C 1.3491 3.3436 -3.6641 0.003
C 1.4990 3.6185 -2.3210 0.000
C 1.4263 2.5718 -1.4147 0.020
N 1.2184 1.3064 -1.7806 -0.019
H 1.0663 -1.8249 -4.9202 0.000
H 1.1205 -0.1848 -5.4992 0.000
H -0.4410 -0.9062 -5.1139 0.001
H -0.0490 -2.6650 -3.5529 0.000
H -1.1350 -4.5633 -2.8611 0.000
H -1.6904 -4.6740 -1.2320 0.000
H 0.9759 1.7974 -5.0964 0.000
H 1.3998 4.1312 -4.4035 0.000
H 1.6713 4.6230 -1.9621 0.000
H 1.5333 2.7635 -0.3569 0.000
C -4.6413 5.2984 0.5410 0.000
C -4.7769 4.0228 1.3608 0.000
C -6.2000 3.4952 1.4494 0.000
C -6.7145 3.0998 0.0731 0.000
C -5.7402 2.1851 -0.6247 0.000
C -6.1626 1.3536 -1.6390 0.000
C -5.2667 0.4926 -2.2626 0.000
F -5.7199 -0.3055 -3.2382 0.000
C -3.9523 0.4265 -1.8986 0.001
C -3.4966 1.2580 -0.8724 0.003
C -2.0909 1.1625 -0.4619 -0.016
O -1.3190 0.3905 -1.0701 0.002
C -1.7273 1.9949 0.6405 -0.001
C -2.6493 2.8655 1.1789 0.001
N -3.9086 2.9633 0.7827 0.000
C -4.3847 2.1402 -0.2431 -0.002
C -0.3786 2.0116 1.2402 -0.011
O -0.0269 2.7996 2.0866 0.013
O 0.4294 1.0711 0.7910 -0.010
H -5.2967 6.0700 0.9446 0.000
H -4.9087 5.1332 -0.5033 0.000
H -3.6177 5.6724 0.5744 0.000
H -4.3965 4.1942 2.3676 0.000
H -6.8328 4.2631 1.8927 0.000
H -6.2201 2.6314 2.1180 0.000
H -6.8829 3.9885 -0.5402 0.000
H -7.6792 2.6002 0.1574 0.000
H -7.1990 1.3502 -1.9529 0.000
H -3.2683 -0.2602 -2.3753 0.001
H -2.3367 3.5270 1.9784 0.001
C 0.5420 -1.5655 3.9963 -0.003
C 0.4393 -0.9084 2.7702 0.004
N 1.0413 -1.3408 1.6727 -0.012
C 1.7731 -2.4776 1.7494 0.006
C 1.9485 -3.1871 2.9397 -0.003
C 1.3087 -2.6977 4.0894 0.003
C 2.7680 -4.3672 2.9463 -0.001
C 3.3687 -4.7963 1.8195 0.000
C 3.2184 -4.0754 0.5867 -0.004
C 3.9031 -4.4257 -0.5855 -0.001
C 3.7940 -3.6206 -1.6929 0.001
C 2.9735 -2.4958 -1.6314 0.018
N 2.2679 -2.1694 -0.5607 -0.012
C 2.4122 -2.9301 0.5490 0.001
H 0.0304 -1.1592 4.8571 0.000
H -0.1358 -0.0003 2.6867 0.002
H 1.4292 -3.2149 5.0335 0.000
H 2.9000 -4.8978 3.8807 0.000
H 3.9944 -5.6796 1.8281 0.000
H 4.5366 -5.3041 -0.5978 0.000
H 4.3381 -3.8358 -2.6018 0.000
H 2.8946 -1.8366 -2.4877 0.004
C 2.9732 0.3214 0.0933 -0.129
C 3.6844 -0.1467 1.3101 -0.006
C 4.6686 -1.1321 1.2256 -0.019
C 5.2447 -1.6663 2.3646 0.011
C 4.8416 -1.2063 3.6155 -0.019
C 3.9275 -0.1581 3.7116 0.011
C 3.3640 0.3712 2.5658 -0.015
C 5.3257 -1.8508 4.8082 0.004
N 5.6533 -2.3971 5.7642 -0.008
H 3.5193 0.0656 -0.8151 -0.014
H 2.8349 1.3963 0.1398 0.003
H 4.9790 -1.4949 0.2515 0.000
H 5.9917 -2.4459 2.2955 0.000
H 3.6545 0.2246 4.6863 0.000
H 2.6357 1.1716 2.6439 -0.003
```

For the relative energy (zero: lowest compared OMol25 entry of this formula, charge and spin), the calculation gives 0.0000 eV. The HOMO-LUMO gap (alpha / beta) comes out at 6.708 / 6.900 eV. As for the lowest unoccupied orbital energy (alpha / beta): -0.2311 / -0.2241 Eh. As for the total energy: -101416.7897 eV. The calculation puts the highest occupied orbital energy (alpha / beta) at -0.4777 / -0.4776 hartree. Its total charge is +2. Its expectation value of S² is 0.810. The multiplicity is 2.